P) Computed, not measured: an isolated molecule of C3H5NS, with ωB97M-V with the def2-TZVPD basis set.

Results
SMILES string   CSCC#N
Total charge   0
Frontier orbital gap   10.0 eV
2S+1   1

```
10
Properties=species:S:1:pos:R:3:mulliken_charge:R:1
S -1.135 0.334 0.561 -0.05
N 2.326 0.382 -1.189 -0.36
C 0.615 0.081 0.795 -0.52
C 1.494 0.243 -0.402 0.30
C -1.327 -1.007 -0.576 -0.87
H -0.858 -0.750 -1.536 0.31
H -1.010 -1.925 -0.087 0.28
H -2.402 -1.037 -0.717 0.32
H 0.810 0.724 1.606 0.34
H 0.652 -0.939 1.171 0.26
```

=====

Q) Computed, not measured: an isolated molecule of C3H5NS, with ωB97M-V with the def2-TZVPD basis set.

Results
SMILES string   N#CCCS
Total charge   0
Frontier orbital gap   10.1 eV
2S+1   1

```
10
Properties=species:S:1:pos:R:3:mulliken_charge:R:1
S -0.733 1.733 -0.853 -0.17
N -1.495 -0.237 1.954 -0.47
C -0.557 -0.567 1.189 0.12
C 0.242 -0.935 0.086 -0.08
C 0.614 0.352 -0.713 -0.66
H -0.973 1.852 0.428 0.13
H 0.975 0.068 -1.863 0.29
H 1.470 0.818 -0.179 0.31
H -0.629 -1.535 -0.317 0.18
H 1.084 -1.548 0.268 0.33
```

=====

R) Computed, not measured: an isolated molecule of C3H5NS, with ωB97M-V with the def2-TZVPD basis set.

Results
SMILES string   C/N=C/C=S
Total charge   0
Frontier orbital gap   7.5 eV
2S+1   1

```
10
Properties=species:S:1:pos:R:3:mulliken_charge:R:1
S 1.825 -1.488 1.754 -0.16
N 0.386 -0.277 -0.585 -0.31
C 0.905 -0.121 1.774 -0.39
C 0.175 0.214 0.577 0.10
C -0.591 0.049 -1.541 -0.61
H -0.536 0.929 0.659 0.27
H -1.423 -0.700 -1.489 0.26
H -0.218 0.086 -2.600 0.24
H 0.607 0.328 2.641 0.34
H -1.129 0.980 -1.191 0.25
```

=====

So which one is most stable? That would be P), about 111.6 kJ/mol below the next structure.

=====

P) Computed, not measured: a cluster of 4 separate species, C2H12O3S2 in total, with ωB97M-V with the def2-TZVPD basis set.

Results
SMILES string   CCSS.O.O.O
Total charge   0
Frontier orbital gap   8.8 eV
2S+1   1

```
19
Properties=species:S:1:pos:R:3:mulliken_charge:R:1
S 2.398 -2.283 1.436 -0.02
S 2.906 -0.355 1.026 -0.24
O 0.488 2.191 -3.186 -0.61
O -3.749 4.013 -0.565 -0.64
O 0.323 0.644 -0.873 -0.65
C 0.624 -2.131 1.848 -0.66
C -0.337 -2.790 0.871 -0.87
H -0.181 2.888 -3.058 0.31
H -0.149 -2.344 -0.106 0.20
H -0.342 -0.046 -0.964 0.29
H 0.491 -2.556 2.845 0.37
H 0.306 1.668 -2.366 0.39
H -1.328 -2.436 1.175 0.29
H 4.108 -0.509 0.442 0.18
H -3.207 4.513 0.038 0.32
H 0.818 0.335 -0.083 0.27
H -3.380 4.130 -1.442 0.32
H -0.286 -3.869 0.925 0.36
H 0.496 -1.062 2.038 0.40
```

=====

Q) Computed, not measured: a cluster of 4 separate species, C2H12O3S2 in total, with ωB97M-V with the def2-TZVPD basis set.

Results
SMILES string   CSSC.O.O.O
Total charge   0
Frontier orbital gap   8.4 eV
2S+1   1

```
19
Properties=species:S:1:pos:R:3:mulliken_charge:R:1
S 0.305 2.718 2.213 -0.09
S 1.712 3.002 0.740 -0.10
O 0.843 -1.592 -3.059 -0.63
O -2.055 -2.053 -1.729 -0.63
O -0.574 -1.648 1.793 -0.61
C 2.325 1.408 0.215 -0.78
C -1.009 1.762 1.364 -0.57
H -0.328 -2.454 1.331 0.30
H -2.601 -2.234 -0.963 0.31
H 3.406 1.417 0.300 0.34
H -1.039 0.779 1.816 0.11
H 2.006 1.201 -0.785 0.28
H -0.696 1.639 0.343 0.24
H -0.004 -1.969 -2.783 0.32
H -2.426 -2.246 -2.595 0.31
H 2.058 0.560 0.848 0.26
H -1.966 2.239 1.570 0.33
H 0.518 -0.732 -3.359 0.31
H -0.474 -1.799 2.740 0.30
```

=====

So which one is most stable? That would be Q), about 15.5 kJ/mol below the next structure.

=====

P) Computed, not measured: an isolated molecule of C6H10, with ωB97M-V with the def2-TZVPD basis set.

Results
SMILES string   CC#CCCC
Total charge   0
Frontier orbital gap   10.4 eV
2S+1   1

```
16
Properties=species:S:1:pos:R:3:mulliken_charge:R:1
C 0.696 -0.286 -0.723 -0.21
C 1.650 -0.620 -0.067 0.56
C -1.795 0.185 -0.681 -0.33
C -1.730 0.200 0.837 -1.11
C 2.804 -0.624 0.835 -1.09
C -0.434 0.394 -1.363 -0.68
H -2.259 -0.747 -1.020 0.28
H 3.469 0.191 0.534 0.27
H -0.509 0.169 -2.433 0.32
H -1.144 -0.648 1.202 0.29
H 2.453 -0.407 1.848 0.26
H 3.408 -1.534 0.887 0.31
H -1.246 1.115 1.194 0.29
H -2.729 0.149 1.283 0.35
H -2.444 0.996 -1.031 0.27
H -0.190 1.467 -1.303 0.24
```

=====

Q) Computed, not measured: a cluster of 2 separate species, C6H10 in total, with ωB97M-V with the def2-TZVPD basis set.

Results
Total charge   0
Frontier orbital gap (alpha / beta)   8.4 / 8.2 eV
2S+1   1

```
16
Properties=species:S:1:pos:R:3:mulliken_charge:R:1
C 2.616 0.377 -0.653 -1.20
C 1.286 0.070 -0.112 0.24
C -1.948 0.619 1.375 -1.00
C -0.643 -0.793 -1.449 -0.82
C 0.393 -0.069 0.745 0.15
C -0.889 -0.409 1.081 -0.31
H -0.771 0.233 -1.178 0.24
H -1.943 0.896 2.438 0.31
H -1.059 -1.407 1.483 0.36
H 3.050 -0.500 -1.144 0.29
H -0.173 -1.554 -0.863 0.30
H 2.562 1.182 -1.392 0.28
H -1.052 -1.101 -2.416 0.24
H 3.298 0.692 0.146 0.29
H -1.784 1.533 0.795 0.29
H -2.944 0.230 1.144 0.32
```

=====

So which one is most stable? That would be P), about 366.7 kJ/mol below the next structure.

=====

P) Computed, not measured: an isolated molecule of C6H10, with ωB97M-V with the def2-TZVPD basis set.

Results
SMILES string   C=C1CC(C)C1
Total charge   0
Frontier orbital gap   9.9 eV
2S+1   1

```
16
Properties=species:S:1:pos:R:3:mulliken_charge:R:1
C -0.005 -1.118 -0.705 -0.72
C 0.898 0.025 -0.266 0.26
C -0.111 1.026 -0.828 -0.59
C 1.834 0.316 0.660 -0.84
C -1.775 -0.068 0.791 -1.24
C -1.178 -0.093 -0.616 0.13
H -1.950 -0.173 -1.392 0.41
H 2.667 -0.368 0.840 0.26
H 1.863 1.175 1.334 0.26
H -0.282 1.971 -0.292 0.32
H -0.064 -1.996 -0.043 0.30
H -0.866 -0.315 1.505 0.24
H 0.208 -1.483 -1.721 0.28
H 0.076 1.291 -1.879 0.24
H -2.447 -0.888 1.095 0.35
H -2.535 0.731 0.804 0.34
```

=====

Q) Computed, not measured: an isolated molecule of C6H10, with ωB97M-V with the def2-TZVPD basis set.

Results
Total charge   0
Frontier orbital gap   8.4 eV
2S+1   1

```
16
Properties=species:S:1:pos:R:3:mulliken_charge:R:1
C 0.749 1.591 -0.820 -0.56
C 0.443 -0.746 -1.547 -1.31
C -0.768 -0.816 1.328 -1.49
C -0.529 0.477 0.565 0.12
C -0.285 0.482 -0.968 0.38
C 0.827 1.212 0.650 -0.55
H 1.659 0.498 0.761 0.26
H -1.741 -1.251 1.067 0.34
H 1.454 -0.867 -1.139 0.31
H 1.004 2.021 1.368 0.35
H -0.116 -1.662 -1.332 0.31
H -1.139 0.715 -1.619 0.41
H -0.765 -0.635 2.409 0.39
H 0.004 -1.565 1.113 0.34
H -1.335 1.184 0.794 0.32
H 0.538 -0.639 -2.631 0.38
```

=====

R) Computed, not measured: an isolated molecule of C6H10, with ωB97M-V with the def2-TZVPD basis set.

Results
SMILES string   CC#CC(C)C
Total charge   0
Frontier orbital gap   10.4 eV
2S+1   1

```
16
Properties=species:S:1:pos:R:3:mulliken_charge:R:1
C -1.374 0.378 -0.850 0.90
C -0.667 0.256 0.119 -0.79
C 0.533 -1.199 1.751 -1.28
C -2.095 0.621 -2.098 -1.19
C 0.487 0.149 1.026 0.55
C 1.731 0.320 0.136 -1.38
H 1.567 1.104 -0.611 0.39
H -1.611 0.093 -2.930 0.27
H 0.495 -1.998 1.004 0.33
H -0.313 -1.324 2.432 0.34
H -2.057 1.690 -2.323 0.29
H 0.454 0.961 1.765 0.23
H 2.630 0.564 0.713 0.37
H 1.901 -0.619 -0.403 0.31
H 1.462 -1.304 2.324 0.34
H -3.142 0.308 -2.054 0.31
```

=====

So which one is most stable? That would be R), about 94.3 kJ/mol below the next structure.

=====

P) Computed, not measured: a structure of composition C4H8O3, with ωB97M-V with the def2-TZVPD basis set.

Results
Total charge   0
Frontier orbital gap   9.2 eV
2S+1   1

```
15
Properties=species:S:1:pos:R:3:mulliken_charge:R:1
O 1.862 -0.853 0.868 -0.71
O -1.805 0.548 -1.476 -0.53
O 0.636 -0.608 -1.049 -0.63
C 1.111 0.307 1.058 -0.65
C -0.004 0.074 0.022 1.08
C -0.985 1.088 -0.466 -0.75
C -0.393 -1.309 0.254 -0.40
H -0.425 1.966 -0.816 0.30
H 0.640 0.422 2.052 0.31
H 1.656 -0.867 -0.302 0.44
H -1.051 -1.832 -0.409 0.27
H -1.210 0.255 -2.181 0.33
H 1.710 1.206 0.854 0.36
H -0.115 -1.814 1.193 0.23
H -1.635 1.390 0.358 0.32
```

=====

Q) Computed, not measured: an isolated molecule of C4H8O3, with ωB97M-V with the def2-TZVPD basis set.

Results
SMILES string   CCOC(=O)CO
Total charge   0
Frontier orbital gap   11.4 eV
2S+1   1

```
15
Properties=species:S:1:pos:R:3:mulliken_charge:R:1
O 0.177 -0.304 0.201 -0.29
O -1.305 1.127 -0.705 -0.61
O -2.631 -0.849 -1.906 -0.53
C -1.764 -1.208 -0.868 -0.31
C -0.941 -0.002 -0.455 0.68
C 2.287 0.335 1.151 -1.16
C 0.965 0.836 0.610 -0.20
H 2.842 -0.216 0.386 0.30
H -2.740 0.113 -1.832 0.34
H -2.313 -1.565 0.023 0.21
H 1.101 1.491 -0.255 0.32
H 2.143 -0.316 2.018 0.31
H 2.894 1.192 1.462 0.37
H 0.397 1.390 1.363 0.29
H -1.112 -2.024 -1.192 0.28
```

=====

R) Computed, not measured: an isolated molecule of C4H8O3, with ωB97M-V with the def2-TZVPD basis set.

Results
SMILES string   O=C(CO)CCO
Total charge   0
Frontier orbital gap   10.8 eV
2S+1   1

```
15
Properties=species:S:1:pos:R:3:mulliken_charge:R:1
O -2.229 1.489 0.197 -0.51
O 0.849 -1.581 -0.555 -0.60
O 2.731 0.039 0.443 -0.52
C -1.269 0.649 -0.400 -0.47
C 0.496 -0.838 0.339 0.55
C 1.548 -0.121 1.169 -0.44
C -0.944 -0.482 0.587 -0.54
H -2.373 2.242 -0.389 0.31
H -1.631 0.216 -1.343 0.29
H 1.699 -0.733 2.076 0.27
H -1.087 -0.084 1.596 0.32
H -0.352 1.214 -0.632 0.35
H -1.599 -1.341 0.434 0.34
H 2.691 -0.627 -0.265 0.34
H 1.171 0.855 1.503 0.31
```

=====

S) Computed, not measured: an isolated molecule of C4H8O3, with ωB97M-V with the def2-TZVPD basis set.

Results
SMILES string   C1COCOCO1
Total charge   0
Frontier orbital gap   10.7 eV
2S+1   1

```
15
Properties=species:S:1:pos:R:3:mulliken_charge:R:1
O 1.192 0.672 -0.414 -0.43
O 0.981 -1.560 0.015 -0.43
O -1.338 -0.903 0.501 -0.40
C -0.477 -1.412 -0.492 -0.13
C -1.240 0.414 0.138 -0.67
C 0.010 1.221 -0.015 -0.33
C 1.647 -0.394 0.455 -0.16
H -0.831 -2.458 -0.680 0.27
H -1.933 1.242 0.615 0.33
H -0.074 2.265 -0.752 0.24
H 1.537 -0.071 1.500 0.30
H 0.036 1.578 1.088 0.31
H -0.439 -0.375 -1.317 0.33
H 2.560 -0.533 0.244 0.32
H -1.630 0.314 -0.885 0.46
```

=====

So which one is most stable? That would be Q), about 69.7 kJ/mol below the next structure.

=====

P) Computed, not measured: an isolated molecule of C4H8O3, with ωB97M-V with the def2-TZVPD basis set.

Results
SMILES string   C[C@H](O)CC(=O)O
Total charge   0
Frontier orbital gap   10.5 eV
2S+1   1

```
15
Properties=species:S:1:pos:R:3:mulliken_charge:R:1
O 0.774 -0.071 1.287 -0.57
O 2.330 -0.143 -0.763 -0.55
O 1.508 0.705 -2.562 -0.45
C -1.678 -0.395 0.733 -1.01
C -0.132 -0.406 0.286 0.05
C 1.407 0.603 -1.441 0.48
C 0.125 0.715 -0.739 -0.71
H -1.568 -1.046 1.687 0.27
H -0.443 1.600 -0.221 0.29
H 1.935 0.126 0.232 0.45
H -2.432 -0.759 -0.011 0.36
H 0.669 -0.875 1.942 0.38
H -0.839 0.556 -1.359 0.32
H 0.323 -1.260 -0.223 0.42
H -1.980 0.649 1.153 0.29
```

=====

Q) Computed, not measured: an isolated molecule of C4H8O3, with ωB97M-V with the def2-TZVPD basis set.

Results
SMILES string   C[C@@H](O)COC=O
Total charge   0
Frontier orbital gap   11.3 eV
2S+1   1

```
15
Properties=species:S:1:pos:R:3:mulliken_charge:R:1
O -0.375 0.637 1.690 -0.57
O -1.864 -1.634 0.093 -0.48
O -0.658 -0.678 -1.563 -0.31
C 1.688 0.833 0.566 -1.57
C -0.422 0.478 -0.747 -0.50
C -1.375 -1.649 -1.010 0.14
C 0.336 0.161 0.568 0.60
H 1.550 1.902 0.373 0.37
H 2.165 0.708 1.539 0.37
H -1.218 0.163 1.703 0.35
H 0.508 -0.922 0.662 0.23
H -1.438 -2.477 -1.729 0.37
H -1.372 0.979 -0.530 0.32
H 0.151 1.127 -1.415 0.31
H 2.322 0.371 -0.200 0.38
```

=====

So which one is most stable? That would be Q), about 205.8 kJ/mol below the next structure.